(1)
18 unconnected molecules or ions with the total composition C32H107O39P7 in a non-equilibrium geometry. Source: OMol25; level of theory: the ωB97M-V functional and the def2-TZVPD basis.

Structure (XYZ):
```
185
Properties=species:S:1:pos:R:3:lowdin_charge:R:1
C -2.64453 -6.83843 -3.89636 -0.15
O -3.52536 -7.29671 -4.94002 -0.14
H -2.83345 -7.28311 -2.91929 0.07
H -1.62177 -7.09635 -4.17119 0.07
H -2.82416 -5.76336 -3.88781 0.08
H -3.48207 -8.25539 -4.91458 0.07
C -1.65769 6.55628 -2.90096 -0.14
O -1.62320 7.04847 -1.53706 -0.13
H -2.39948 7.16616 -3.41663 0.07
H -0.70024 6.66458 -3.41050 0.07
H -1.91669 5.49756 -2.91321 0.07
H -1.78059 6.27914 -0.98485 0.06
C 1.07442 -6.08882 1.55233 -0.17
O 0.97712 -6.60650 2.86555 -0.13
H 1.65433 -5.18189 1.72346 0.07
H 1.64859 -6.86917 1.05285 0.08
H 0.20795 -5.80551 0.95476 0.08
H 0.08678 -6.42256 3.17386 0.06
C -2.87454 4.10909 2.18613 -0.19
O -4.14306 4.03739 1.64306 -0.11
H -2.23203 3.37473 1.70033 0.08
H -2.43237 5.07162 1.92897 0.07
H -2.82881 4.03592 3.27270 0.08
H -4.18494 3.35244 0.97173 0.08
C 4.22193 1.47650 8.80694 -0.26
O 3.41794 2.30714 9.41152 -0.09
H 4.39845 1.51450 7.73200 0.08
H 5.17176 1.56558 9.33420 0.08
H 3.86702 0.45795 8.96409 0.08
H 3.04366 1.88710 10.18938 0.10
C 6.72154 -2.29643 -0.52824 -0.17
O 6.01286 -1.16005 -0.08751 -0.13
H 6.04710 -3.13668 -0.69315 0.08
H 7.45392 -2.15297 -1.32268 0.08
H 7.28853 -2.53291 0.37216 0.07
H 5.13088 -1.48603 0.10603 0.07
C 7.95860 2.49432 -1.87239 -0.19
O 9.03076 1.59078 -1.65597 -0.09
H 8.28075 3.51345 -2.08617 0.07
H 7.28984 2.37005 -2.72412 0.07
H 7.34513 2.63723 -0.98282 0.08
H 8.59832 1.30310 -0.84861 0.06
C -1.36493 2.00316 8.89254 -0.14
O -2.36905 1.25655 8.13708 -0.14
H -0.99017 1.38072 9.70507 0.07
H -0.62796 2.38449 8.18575 0.07
H -1.77409 2.90509 9.34777 0.07
H -3.18704 1.49279 8.58056 0.06
C -5.97641 0.77720 4.28438 -0.17
O -5.11296 -0.21207 4.79915 -0.12
H -7.00410 0.62108 4.61236 0.07
H -5.65738 1.79374 4.51456 0.08
H -6.11198 0.67077 3.20809 0.07
H -4.84207 0.04672 5.68304 0.07
C -2.47183 -5.36832 5.78364 -0.18
O -2.64160 -6.60803 5.16165 -0.12
H -1.46942 -5.14708 6.15015 0.08
H -2.83989 -4.58342 5.12292 0.07
H -3.25260 -5.33423 6.54348 0.08
H -3.58043 -6.80353 5.11737 0.08
C 3.83706 6.49913 6.95131 -0.16
O 3.15451 5.33594 6.48616 -0.13
H 3.74458 7.22032 6.13926 0.08
H 3.36868 6.75744 7.90104 0.08
H 4.90587 6.29638 7.01937 0.07
H 2.93138 5.02819 7.36770 0.05
C -9.09382 2.23652 -1.11207 -0.11
O -8.46501 2.25123 -2.38294 -0.20
P -7.27686 1.22213 -2.64318 0.43
O -6.04353 1.49643 -1.80432 -0.26
O -7.13462 1.52166 -4.21807 -0.21
C -5.79399 1.74941 -4.65696 -0.12
O -7.81389 -0.25765 -2.59115 -0.20
C -8.68190 -0.73257 -3.50341 -0.14
H -9.01794 1.34454 -0.49021 0.09
H -10.16951 2.23712 -1.28811 0.09
H -8.81987 3.11075 -0.52149 0.09
H -5.21091 0.83142 -4.73053 0.09
H -5.10192 2.42164 -4.14974 0.09
H -5.75454 2.15866 -5.66645 0.08
H -8.69166 -0.08681 -4.38148 0.10
H -9.62385 -0.62546 -2.96548 0.09
H -8.57337 -1.81656 -3.53905 0.10
C -2.06504 0.78548 -9.32684 -0.12
O -1.43699 2.04306 -9.32245 -0.23
P -0.27610 2.38059 -8.21468 0.55
O -0.28363 1.62599 -6.92346 -0.25
O 0.98981 2.20570 -9.25976 -0.23
C 2.25864 1.73433 -8.84267 -0.11
O -0.34682 3.99701 -7.96439 -0.19
C -0.38437 4.89232 -8.90990 -0.22
H -1.71269 0.23101 -8.45708 0.08
H -1.83247 0.28441 -10.26649 0.09
H -3.15178 0.86336 -9.29472 0.09
H 2.13774 0.79933 -8.29563 0.08
H 2.68953 2.41704 -8.11031 0.09
H 2.98811 1.44099 -9.59759 0.09
H -0.47638 4.53563 -9.93577 0.10
H 0.30499 5.72629 -8.77804 0.10
H -1.34403 5.37021 -8.71300 0.09
C -10.95938 -6.75076 3.73259 -0.06
O -9.63558 -7.03919 4.28792 -0.20
P -8.73844 -5.90559 4.87763 0.45
O -7.41459 -6.47343 5.31328 -0.27
O -8.58432 -4.71323 3.75147 -0.23
C -7.40177 -4.46266 3.03659 -0.12
O -9.63137 -5.24879 6.09313 -0.24
C -8.94447 -4.50584 7.09363 -0.11
H -10.98732 -5.75037 3.30068 0.09
H -11.66647 -6.86333 4.55446 0.08
H -11.38800 -7.52027 3.09053 0.09
H -6.53831 -5.00892 3.41620 0.08
H -7.05216 -3.43891 3.17019 0.08
H -7.61062 -4.57245 1.97244 0.09
H -7.89876 -4.31405 6.85317 0.09
H -9.20489 -5.04765 8.00287 0.09
H -9.49975 -3.57562 7.21378 0.08
C 1.09314 0.59063 3.25799 -0.06
O 0.10130 0.43804 2.21369 -0.20
P 0.51793 -0.07811 0.80784 0.44
O 1.51046 -1.16783 0.76110 -0.24
O 0.97297 1.27208 -0.01561 -0.22
C 1.11107 1.20723 -1.45386 -0.10
O -0.94766 -0.40028 0.08992 -0.21
C -1.73106 -1.35232 0.54121 -0.21
H 0.96250 1.60104 3.64545 0.09
H 2.07623 0.62299 2.78836 0.08
H 1.07948 -0.15611 4.05190 0.10
H 0.62715 1.94826 -2.09009 0.08
H 0.74010 0.24842 -1.81603 0.08
H 2.14817 1.43512 -1.69997 0.09
H -2.49343 -0.75414 1.04028 0.09
H -1.42943 -1.96478 1.39092 0.10
H -2.27903 -1.86580 -0.24882 0.10
C 9.63592 -2.71371 5.29026 -0.15
O 8.96854 -1.65758 4.68780 -0.19
P 7.44903 -1.55005 5.17569 0.51
O 7.19740 -1.71236 6.62128 -0.24
O 6.97433 -0.19410 4.39779 -0.22
C 7.49757 1.04516 4.81626 -0.12
O 6.58643 -2.77168 4.35225 -0.24
C 5.31314 -3.21201 4.67741 -0.14
H 9.07249 -3.29569 6.01961 0.09
H 10.56823 -2.37691 5.74354 0.09
H 10.06278 -3.35705 4.52084 0.09
H 7.52789 1.19435 5.89557 0.09
H 6.67459 1.67518 4.47880 0.09
H 8.47323 1.35212 4.43947 0.09
H 4.59633 -2.62112 4.10722 0.08
H 5.07468 -2.96562 5.71206 0.08
H 5.25007 -4.28628 4.50405 0.09
C 7.47948 7.82956 -1.04862 -0.10
O 6.38722 6.95835 -0.68697 -0.22
P 5.04870 7.00624 -1.58675 0.44
O 4.70742 8.39783 -1.89804 -0.23
O 5.34938 6.06034 -2.85006 -0.20
C 4.21147 5.73422 -3.66710 -0.11
O 3.97313 6.15595 -0.64382 -0.21
C 3.86006 6.58185 0.70976 -0.14
H 7.11469 8.51928 -1.80974 0.07
H 8.41691 7.43842 -1.44402 0.09
H 7.75985 8.53987 -0.27084 0.09
H 4.17762 6.18611 -4.65844 0.09
H 3.21050 5.75739 -3.23625 0.09
H 4.47343 4.74157 -4.03333 0.08
H 3.71145 5.77425 1.42654 0.09
H 3.08571 7.34790 0.75010 0.09
H 4.56160 7.23340 1.23073 0.08
C 0.65325 -5.15813 -8.52739 -0.14
O 1.85381 -5.41481 -7.87363 -0.21
P 2.88920 -4.19771 -7.61216 0.42
O 4.29042 -4.59346 -7.16885 -0.26
O 2.95740 -3.42687 -8.99154 -0.21
C 3.36311 -4.03154 -10.16001 -0.14
O 2.11121 -3.15263 -6.70302 -0.21
C 1.77880 -3.52096 -5.33217 -0.07
H -0.17053 -5.56791 -7.94294 0.09
H 0.56978 -5.57633 -9.53050 0.09
H 0.42356 -4.09572 -8.60871 0.09
H 3.46305 -5.10881 -10.02735 0.09
H 4.31091 -3.67038 -10.55918 0.09
H 2.66859 -3.83715 -10.97729 0.09
H 2.11176 -4.47529 -4.92412 0.09
H 0.68997 -3.53320 -5.28348 0.08
H 1.99798 -2.73410 -4.61043 0.09
```



(2)
2 unconnected molecules or ions with the total composition C4H12N2O2 in a non-equilibrium geometry. Source: OMol25; level of theory: the ωB97M-V functional and the def2-TZVPD basis.

Properties
- Energy relative to the best compared isomer or geometry (same formula, charge and spin): 47.8 kcal/mol

Structure (XYZ):
```
20
Properties=species:S:1:pos:R:3:lowdin_charge:R:1
C -2.19466 -1.08754 0.04970 -0.05
O -0.82287 -1.42085 -0.12943 -0.07
C -0.10125 -0.69255 -1.03729 -0.57
C 1.04919 -1.52120 -1.55487 0.01
O -0.57213 0.25738 -1.63960 0.05
H -2.81509 -1.85866 -0.40876 0.09
H -2.39042 -1.06080 1.12144 0.09
H -2.42232 -0.11648 -0.39063 0.09
H 1.44437 -2.16008 -0.76985 0.09
H 1.81939 -0.86200 -1.94958 0.09
H 0.68920 -2.15739 -2.36552 0.10
N 0.78069 1.18379 2.24518 0.01
C 1.12511 1.40910 0.87434 -0.40
N 0.20134 2.30082 0.25268 0.00
H -0.09717 0.67831 2.30914 0.06
H 1.49989 0.65888 2.72669 0.07
H 2.13372 1.83367 0.81783 0.12
H 1.07797 0.37502 0.25372 0.11
H -0.74901 1.95350 0.35458 0.06
H 0.34405 2.28707 -0.75976 0.07
```



Number 1: DFT total energy -6607.3544 a.u.. Number 2: DFT total energy -419.5724 a.u..